(1)
# C51H69BrCsNO2P2Si2

A structure of composition C51H69BrCsNO2P2Si2 at a distorted geometry (ωB97M-V/def2-TZVPD, OMol25).

The geometry in XYZ format:
```
129
Properties=species:S:1:pos:R:3:lowdin_charge:R:1
Cs -0.0199 -2.2236 -2.1178 0.88
C 4.2783 -1.5668 -1.5826 -0.30
Si 2.7825 -0.3540 -1.3074 0.52
C 3.2794 0.1876 0.5087 -0.33
C 4.4992 0.8551 0.6969 -0.13
C 4.9360 1.2931 1.9346 -0.11
C 4.1506 1.0602 3.0593 -0.11
C 2.9576 0.3741 2.9117 -0.11
C 2.5099 -0.0646 1.6583 -0.38
P 0.9059 -0.9799 1.5362 1.09
C -0.2918 0.0766 2.5233 -0.43
C -0.2909 0.0140 4.0744 -0.20
C -0.5900 1.3730 4.7114 -0.21
C -1.7612 2.0368 3.9938 -0.20
C -1.4031 2.3451 2.5265 -0.19
C -0.2079 1.5243 2.0454 -0.24
C 1.2626 -2.3949 2.6734 -0.46
C -0.0246 -3.1896 3.0151 -0.20
C -0.1171 -4.4906 2.2296 -0.21
C 1.0565 -5.4255 2.5435 -0.19
C 2.3707 -4.6443 2.7402 -0.19
C 2.3194 -3.3004 2.0218 -0.22
C 3.4540 1.2048 -2.2856 -0.33
C 4.6048 1.1151 -3.0848 -0.12
C 4.9573 2.0897 -4.0068 -0.11
C 4.1466 3.2023 -4.1840 -0.12
C 3.0122 3.3318 -3.3950 -0.12
C 2.6770 2.3762 -2.4318 -0.38
P 1.1555 2.5046 -1.4007 1.12
C -0.1365 2.9321 -2.6944 -0.42
C -1.3679 2.0435 -2.4867 -0.23
C -2.2419 2.5315 -1.3457 -0.20
C -2.7105 3.9584 -1.5980 -0.20
C -1.5144 4.8864 -1.7891 -0.21
C -0.5803 4.3889 -2.8918 -0.20
C 1.4572 3.9770 -0.2831 -0.43
C 1.8138 5.3813 -0.8143 -0.19
C 2.5452 6.2398 0.2333 -0.20
C 2.0645 5.8992 1.6370 -0.21
C 2.4616 4.4566 1.9811 -0.19
C 2.5281 3.5676 0.7337 -0.23
H 5.2712 -1.1773 -1.3117 0.00
H 4.3153 -1.9040 -2.6252 0.01
H 4.0992 -2.4586 -0.9688 0.00
H 5.1179 1.0535 -0.1755 0.09
H 5.8791 1.8237 2.0235 0.09
H 4.4678 1.3993 4.0396 0.09
H 2.3580 0.1778 3.7938 0.08
H -1.2606 -0.3010 2.1769 0.10
H 0.6450 -0.3822 4.4722 0.08
H -1.0614 -0.6931 4.3969 0.11
H 0.2918 2.0216 4.6516 0.11
H -0.8043 1.2438 5.7763 0.10
H -2.0756 2.9469 4.5116 0.10
H -2.6178 1.3550 4.0325 0.11
H -1.1740 3.4101 2.4081 0.10
H -2.2661 2.1452 1.8840 0.10
H 0.7224 1.9666 2.4125 0.08
H -0.1303 1.5567 0.9535 0.07
H 1.7005 -2.0258 3.6082 0.09
H -0.9203 -2.5908 2.8245 0.09
H -0.0348 -3.4078 4.0905 0.11
H -0.1413 -4.2689 1.1626 0.08
H -1.0658 -4.9923 2.4446 0.11
H 1.1690 -6.1461 1.7275 0.10
H 0.8395 -6.0119 3.4430 0.10
H 3.2211 -5.2367 2.3933 0.10
H 2.5416 -4.4577 3.8074 0.11
H 2.0832 -3.4578 0.9622 0.11
H 3.2902 -2.7994 2.0412 0.11
H 5.2368 0.2369 -3.0008 0.07
H 5.8521 1.9640 -4.6087 0.09
H 4.3829 3.9518 -4.9308 0.09
H 2.3594 4.1799 -3.5592 0.08
H 0.3557 2.6020 -3.6134 0.10
H -1.0665 1.0082 -2.3137 0.08
H -1.9647 2.0234 -3.4070 0.12
H -1.6698 2.4986 -0.4056 0.09
H -3.0903 1.8564 -1.2159 0.08
H -3.3355 4.3133 -0.7722 0.10
H -3.3394 3.9750 -2.4973 0.11
H -0.9717 4.9522 -0.8367 0.09
H -1.8472 5.9038 -2.0221 0.11
H 0.2814 5.0527 -2.9897 0.08
H -1.1236 4.4492 -3.8452 0.11
H 0.5082 4.0445 0.2732 0.09
H 0.9037 5.8993 -1.1261 0.09
H 2.4448 5.2984 -1.6941 0.09
H 2.4038 7.3004 0.0066 0.10
H 3.6242 6.0580 0.1783 0.11
H 0.9750 6.0107 1.6746 0.11
H 2.4649 6.5964 2.3784 0.10
H 1.7410 4.0325 2.6884 0.10
H 3.4319 4.4419 2.4885 0.11
H 2.4270 2.5227 1.0165 0.06
H 3.5091 3.6402 0.2531 0.12
C -4.0530 -3.3399 -2.4629 -0.32
Si -3.8950 -1.4029 -2.4333 0.52
C -3.2796 -1.2403 -0.5832 -0.31
C -5.7565 -0.9312 -2.1018 -0.34
C -6.8354 -1.7413 -2.4814 -0.13
C -8.1601 -1.3603 -2.2944 -0.13
C -8.4652 -0.1388 -1.7096 -0.15
C -7.4184 0.6917 -1.3227 -0.13
C -6.1037 0.2999 -1.5261 -0.14
H -4.6927 -3.7382 -1.6643 0.01
H -3.0592 -3.7858 -2.3386 -0.02
H -4.4352 -3.6995 -3.4257 -0.01
H -3.7717 -1.9399 0.1038 0.02
H -3.4391 -0.2241 -0.2009 -0.02
H -2.2001 -1.4170 -0.5192 -0.08
H -6.6375 -2.7112 -2.9298 0.08
H -8.9577 -2.0294 -2.6040 0.08
H -9.4965 0.1630 -1.5609 0.08
H -7.6269 1.6507 -0.8587 0.08
H -5.3113 0.9811 -1.2194 0.07
Br -1.8095 -9.1902 1.3344 0.69
C -1.0320 -8.5042 -0.2523 -0.67
C -0.5483 -9.3847 -1.2063 -0.22
N 0.0154 -8.9757 -2.3372 0.06
C 0.1094 -7.6609 -2.5373 -0.08
C -0.3490 -6.7052 -1.6369 -0.09
C -0.9391 -7.1408 -0.4623 -0.05
C -0.1735 -5.2065 -1.9092 -0.74
O -0.6113 -4.4466 -1.0150 -0.32
O 0.4012 -4.8879 -2.9679 -0.16
H -0.6224 -10.4537 -1.0379 0.09
H 0.5746 -7.3154 -3.4528 0.11
H -1.3028 -6.4088 0.2481 0.11
```

Values from the calculation:
LUMO energy ... 3.6 eV
Net charge ... -2
Frontier orbital gap ... 4.5 eV

(2)
# C51H72AsBCaN8S5

A structure of composition C51H72AsBCaN8S5 at a distorted geometry (ωB97M-V/def2-TZVPD, OMol25).

The geometry in XYZ format:
```
139
Properties=species:S:1:pos:R:3:lowdin_charge:R:1
Ca -1.0796 -0.2906 0.2638 0.46
C -1.3684 -3.5612 -4.3839 -0.05
C -0.1974 -2.7267 -4.0247 -0.21
C 0.8799 -2.5448 -4.8553 0.11
C 1.9943 -1.7418 -4.4799 -0.10
N 1.8763 -1.1467 -3.3249 0.24
N 0.8288 -1.2652 -2.5061 0.11
B 1.9381 -0.3858 -2.0319 -0.70
N 2.8675 -0.9089 -0.9571 0.06
N 3.7735 -1.8241 -1.3284 0.19
C 4.7187 -2.1886 -0.5096 -0.19
C 4.8460 -1.5738 0.7650 0.09
C 3.8797 -0.7204 1.2042 -0.25
C 3.9076 -0.1032 2.5557 -0.06
C 2.7995 -0.4206 0.3136 -0.60
S 1.5277 0.5388 0.8384 0.69
C 5.6954 -3.2591 -0.9530 -0.54
C 6.8261 -2.5761 -1.7364 -0.02
C 4.9759 -4.2745 -1.8431 -0.04
C 6.2889 -3.9950 0.2545 -0.05
N 1.8191 1.1218 -2.0681 0.01
N 2.9941 1.7292 -1.8552 0.17
C 3.0654 3.0235 -1.7410 -0.20
C 1.9021 3.8287 -1.8552 0.09
C 0.6910 3.2352 -2.0512 -0.24
C -0.5795 4.0075 -2.0799 -0.06
C 0.6448 1.8082 -2.1629 -0.64
S -0.8186 1.0238 -2.3811 0.71
C 4.4086 3.6024 -1.3588 -0.54
C 4.6247 3.1952 0.1071 -0.03
C 4.4486 5.1277 -1.4764 -0.05
C 5.5078 3.0012 -2.2389 -0.04
C -0.2105 -2.0887 -2.7242 -0.68
S -1.4187 -2.3420 -1.6142 0.69
C 3.2430 -1.5752 -5.3045 -0.52
C 2.8890 -0.9472 -6.6613 -0.02
C 4.2420 -0.6924 -4.5547 -0.03
C 3.8577 -2.9591 -5.5675 -0.01
H -1.3077 -3.9317 -5.4029 0.09
H -2.2858 -2.9838 -4.2527 0.09
H -1.4515 -4.4053 -3.6982 0.09
H 0.8911 -3.0319 -5.8178 0.13
H 5.6914 -1.7926 1.3913 0.13
H 4.7203 -0.5081 3.1516 0.09
H 2.9568 -0.2701 3.0605 0.06
H 4.0250 0.9764 2.4663 0.08
H 6.4485 -2.1183 -2.6454 0.07
H 7.5752 -3.3139 -2.0051 0.10
H 7.3045 -1.8072 -1.1348 0.09
H 4.4622 -3.7707 -2.6545 0.04
H 4.2429 -4.8340 -1.2674 0.09
H 5.6913 -4.9772 -2.2582 0.10
H 6.9853 -3.3714 0.8091 0.08
H 6.8389 -4.8655 -0.0875 0.10
H 5.5072 -4.3351 0.9298 0.09
H 1.9736 4.8973 -1.7683 0.12
H -0.3959 5.0570 -1.8645 0.09
H -1.2682 3.5982 -1.3371 0.07
H -1.0663 3.9136 -3.0512 0.09
H 3.7907 3.5207 0.7268 0.09
H 5.5346 3.6550 0.4791 0.09
H 4.7081 2.1137 0.1856 0.07
H 3.7882 5.6113 -0.7603 0.09
H 4.1872 5.4498 -2.4819 0.09
H 5.4577 5.4738 -1.2710 0.09
H 5.4536 1.9165 -2.2354 0.07
H 6.4837 3.3067 -1.8737 0.09
H 5.4011 3.3568 -3.2598 0.09
H 2.4427 0.0366 -6.5466 0.10
H 2.2019 -1.5782 -7.2181 0.09
H 3.7983 -0.8412 -7.2463 0.10
H 3.8562 0.3154 -4.4292 0.09
H 5.1734 -0.6302 -5.1098 0.10
H 4.4521 -1.1050 -3.5718 0.06
H 3.1615 -3.6083 -6.0903 0.09
H 4.1589 -3.4462 -4.6446 0.07
H 4.7413 -2.8427 -6.1877 0.10
S -1.8284 1.6762 2.2120 0.68
C -3.4560 2.0178 2.0780 -0.66
N -4.0137 3.0311 2.7359 -0.09
C -5.4401 3.2636 2.6424 -0.08
C -6.1675 1.9293 2.5818 -0.08
N -5.6298 1.1464 1.4878 -0.09
C -6.5685 0.3554 0.7104 -0.13
C -7.3294 1.2192 -0.2673 -0.22
C -8.7042 1.3617 -0.1491 -0.04
C -9.4052 2.1393 -1.0548 -0.07
C -8.7372 2.7946 -2.0735 -0.07
C -7.3637 2.6666 -2.1862 -0.07
C -6.6609 1.8844 -1.2891 -0.05
C -4.3296 1.1921 1.2101 -0.65
S -3.7088 0.3638 -0.0983 0.67
C -3.2798 3.9170 3.6223 -0.12
C -3.5475 3.5701 5.0690 -0.22
C -4.1961 4.4601 5.9142 -0.04
C -4.4344 4.1215 7.2367 -0.06
C -4.0400 2.8881 7.7235 -0.07
C -3.3981 1.9946 6.8830 -0.07
C -3.1528 2.3324 5.5646 -0.05
H -5.6665 3.8541 1.7454 0.15
H -5.7557 3.8227 3.5245 0.14
H -7.2342 2.0875 2.4106 0.14
H -6.0382 1.3836 3.5262 0.15
H -7.2617 -0.1268 1.4039 0.14
H -6.0080 -0.4123 0.1700 0.09
H -9.2319 0.8412 0.6362 0.11
H -10.4758 2.2247 -0.9679 0.11
H -9.2853 3.4017 -2.7780 0.11
H -6.8391 3.1654 -2.9871 0.11
H -5.5925 1.7700 -1.3983 0.07
H -3.6015 4.9403 3.4177 0.14
H -2.2143 3.8290 3.4024 0.09
H -4.4939 5.4346 5.5548 0.12
H -4.9236 4.8258 7.8915 0.11
H -4.2228 2.6286 8.7553 0.11
H -3.0777 1.0355 7.2617 0.11
H -2.6290 1.6435 4.9169 0.08
C -3.7183 -2.8928 2.3279 -0.17
C -2.5370 -2.7009 3.2737 -0.43
As -0.8846 -2.2642 2.2747 1.13
C -0.4838 -3.9841 1.3646 -0.45
C -0.4949 -5.2561 2.2037 -0.15
C 0.4778 -2.2299 3.7350 -0.42
C 0.1326 -2.9910 5.0119 -0.16
H -4.6286 -3.1109 2.8846 0.08
H -3.5371 -3.7276 1.6488 0.07
H -3.8888 -1.9921 1.7282 0.03
H -2.3812 -3.6034 3.8721 0.06
H -2.7371 -1.8687 3.9597 0.07
H 0.5012 -3.8558 0.8933 0.06
H -1.2112 -4.0705 0.5499 0.01
H 0.3047 -5.2451 2.9430 0.06
H -0.3473 -6.1288 1.5680 0.08
H -1.4475 -5.3808 2.7176 0.06
H 0.6469 -1.1750 3.9748 0.05
H 1.4064 -2.6169 3.3011 0.06
H -0.7561 -2.5762 5.4843 0.06
H 0.9526 -2.9224 5.7261 0.08
H -0.0452 -4.0459 4.8121 0.06
```

Values from the calculation:
LUMO energy ... -5.4 eV
Net charge ... +2
Frontier orbital gap ... 7.1 eV

(3)
# C51H75F18N3O19PS

A cluster of 7 separate species, C51H75F18N3O19PS in total at a distorted geometry (ωB97M-V/def2-TZVPD, OMol25).

The geometry in XYZ format:
```
168
Properties=species:S:1:pos:R:3:lowdin_charge:R:1
C 2.9771 -3.0670 5.8595 -0.13
O 3.3414 -2.5564 4.5201 -0.27
C 2.7552 -1.2275 4.2737 -0.23
C 3.4709 -0.3707 3.0725 -0.17
C 3.1090 -0.8767 1.5553 -0.21
C 1.5264 -1.2280 1.3005 -0.20
C 1.2571 -1.9559 -0.1801 -0.19
C 0.0943 -3.1135 0.0891 -0.22
C -0.6246 -3.5118 -1.3328 -0.21
C -1.9163 -4.5151 -1.1955 -0.20
C -2.9856 -4.0886 -0.0259 -0.19
C -3.2397 -5.3304 1.0595 -0.14
C -3.9999 -4.6516 2.3712 0.04
C -3.1570 -3.7878 3.4975 0.12
C -1.5116 -3.5631 3.3970 -0.18
O -0.8935 -2.4183 3.8008 0.01
O -0.5857 -4.6079 2.8578 -0.16
C 0.1037 -5.3140 3.9517 -0.15
C 0.5012 -6.8254 3.4148 -0.22
N 1.5423 -7.5189 4.2927 -0.03
C -4.0439 -3.1988 4.7503 -0.02
C -3.3397 -2.3631 5.9699 -0.19
C -3.2084 -0.7490 5.7369 -0.19
C -4.4703 -0.0354 4.9804 -0.17
C -3.9313 0.8665 3.6790 -0.14
N -3.9295 2.3491 4.0953 -0.18
C -4.7358 3.5043 3.4893 -0.07
C -4.5155 5.0054 4.1877 -0.06
C -3.3907 4.6357 5.3370 -0.08
C -3.1243 3.0240 5.1937 -0.09
C -5.6873 -3.5086 4.7832 -0.38
S -6.5847 -2.8214 6.2727 0.78
N -6.4427 -4.2931 3.7411 -0.10
P -8.1543 -4.6988 3.6767 0.72
O -9.1122 -4.1830 4.7835 -0.33
O -8.7695 -4.0619 2.1359 -0.18
O -8.4033 -6.4542 3.5602 -0.18
C -5.6082 -4.8637 2.5716 -0.06
O -6.2824 -5.6963 1.5193 -0.04
H 2.4085 -4.1010 5.8196 0.08
H 3.9736 -3.2467 6.4499 0.10
H 2.2711 -2.3362 6.4712 0.11
H 2.8865 -0.6031 5.2781 0.13
H 1.5801 -1.3257 4.1225 0.11
H 3.1035 0.7499 3.1668 0.12
H 4.6455 -0.3649 3.2870 0.13
H 3.3909 0.0126 0.8265 0.09
H 3.8035 -1.8244 1.3422 0.12
H 0.8591 -0.2526 1.4407 0.13
H 1.2153 -2.0537 2.0984 0.08
H 0.8620 -1.0925 -0.8941 0.10
H 2.2304 -2.3926 -0.6605 0.12
H 0.6360 -4.0336 0.6195 0.13
H -0.6396 -2.6734 0.9009 0.08
H -0.8676 -2.5480 -1.9906 0.12
H 0.1934 -4.1091 -1.9613 0.13
H -2.4908 -4.4672 -2.2406 0.12
H -1.6215 -5.6610 -1.0670 0.12
H -4.0389 -3.9466 -0.5677 0.13
H -2.7491 -3.0645 0.4925 0.11
H -2.2572 -5.9100 1.3336 0.12
H -3.9248 -6.1028 0.4773 0.13
H 1.0783 -4.6739 4.1922 0.13
H -0.6416 -5.3318 4.8692 0.14
H 0.9998 -6.6915 2.3542 0.12
H -0.4524 -7.5164 3.2678 0.13
H 2.0975 -6.8228 4.8416 0.06
H 1.0561 -8.2111 4.9065 0.07
H -2.2237 -2.7792 6.0533 0.13
H -3.8139 -2.5520 7.0367 0.11
H -3.1498 -0.2591 6.8240 0.13
H -2.1521 -0.4911 5.2424 0.12
H -5.3548 -0.7416 4.6895 0.06
H -4.9330 0.7759 5.7242 0.13
H -4.7321 0.7864 2.8172 0.13
H -2.8619 0.5033 3.3082 0.13
H -5.4933 3.4797 2.5962 0.09
H -5.0170 6.0267 3.9135 0.08
H -2.8874 5.3988 6.0798 0.08
H -2.4042 2.3191 5.7910 0.09
H -7.2361 -1.6335 5.8376 -0.04
H -9.7672 -4.2042 2.1431 0.11
H -7.6434 -6.9307 4.0374 0.10
H -6.1202 -6.6654 1.7795 0.15
C 6.5987 4.7655 -0.5932 -0.05
C 5.1530 5.2148 -0.4753 -0.21
O 4.2834 4.3246 -1.1917 0.02
C 3.9786 3.1435 -0.5637 -0.32
O 4.4067 2.8298 0.5443 0.14
C 3.0143 2.3156 -1.4090 -0.45
F 3.3955 2.2370 -2.7166 0.15
F 1.7543 2.8372 -1.4112 0.12
F 2.8929 1.0300 -0.9729 0.12
H 6.8835 4.6651 -1.6451 0.09
H 7.2666 5.4849 -0.1125 0.08
H 6.7525 3.7868 -0.1274 0.08
H 5.0396 6.2049 -0.9310 0.13
H 4.8390 5.3054 0.5712 0.11
C 2.6601 9.2517 3.5496 -0.06
C 3.1384 9.4354 2.1201 -0.21
O 4.5707 9.5243 2.0702 0.01
C 5.2525 8.3369 2.1569 -0.32
O 4.7053 7.2431 2.2735 0.13
C 6.7570 8.5686 2.0448 -0.47
F 7.1928 9.5881 2.8397 0.15
F 7.1347 8.8893 0.7742 0.14
F 7.4916 7.4755 2.3956 0.14
H 3.0484 10.0510 4.1885 0.09
H 1.5681 9.2608 3.5950 0.08
H 3.0155 8.3062 3.9717 0.08
H 2.7474 10.3786 1.7222 0.13
H 2.7761 8.6354 1.4638 0.13
C -0.5214 2.4946 -3.2635 -0.05
C 0.3170 1.4679 -4.0044 -0.21
O -0.4867 0.7364 -4.9430 0.01
C -0.7671 1.3755 -6.1242 -0.30
O -0.3739 2.5069 -6.3977 0.13
C -1.5849 0.4738 -7.0451 -0.47
F -2.6314 -0.1220 -6.4040 0.14
F -0.8367 -0.5372 -7.5721 0.15
F -2.1219 1.1419 -8.1048 0.12
H -1.3814 2.0140 -2.7869 0.09
H 0.0735 2.9973 -2.4966 0.06
H -0.9185 3.2536 -3.9451 0.08
H 0.7159 0.7381 -3.2910 0.12
H 1.1760 1.9292 -4.5057 0.13
C -2.7187 -0.7104 -10.1100 -0.06
C -4.1555 -0.8961 -10.5652 -0.20
O -4.2474 -0.8363 -11.9970 0.01
C -3.8753 -1.9703 -12.6735 -0.32
O -3.4795 -2.9945 -12.1223 0.14
C -4.0644 -1.7887 -14.1772 -0.47
F -3.5577 -0.6064 -14.6320 0.14
F -5.3802 -1.8010 -14.5353 0.14
F -3.4612 -2.7656 -14.9116 0.14
H -2.3070 0.2199 -10.5134 0.09
H -2.6608 -0.6797 -9.0190 0.05
H -2.0779 -1.5229 -10.4672 0.09
H -4.7717 -0.0794 -10.1728 0.13
H -4.5843 -1.8318 -10.1875 0.13
C 5.3601 -4.9675 4.6546 -0.07
C 5.8384 -4.7838 3.2251 -0.20
O 7.2707 -4.6948 3.1752 0.01
C 7.9525 -5.8822 3.2619 -0.32
O 7.4053 -6.9761 3.3785 0.14
C 9.4570 -5.6506 3.1498 -0.47
F 9.8928 -4.6310 3.9447 0.14
F 9.8347 -5.3299 1.8792 0.14
F 10.1916 -6.7436 3.5006 0.14
H 5.7484 -4.1682 5.2935 0.08
H 4.2681 -4.9583 4.7000 0.05
H 5.7155 -5.9130 5.0767 0.08
H 5.4474 -3.8406 2.8272 0.12
H 5.4761 -5.5837 2.5688 0.13
C -0.0106 5.2083 -7.7449 -0.07
C -1.2664 6.0529 -7.8702 -0.20
O -1.3844 6.9569 -6.7607 0.01
C -0.6068 8.0857 -6.8166 -0.32
O 0.1588 8.3415 -7.7429 0.15
C -0.8621 8.9780 -5.6048 -0.47
F -0.8563 8.2841 -4.4302 0.14
F -2.0729 9.6019 -5.6715 0.14
F 0.0672 9.9651 -5.4651 0.14
H 0.0057 4.6877 -6.7824 0.06
H 0.0386 4.4690 -8.5484 0.09
H 0.8924 5.8257 -7.7878 0.08
H -2.1481 5.4028 -7.8456 0.13
H -1.2965 6.5988 -8.8204 0.13
```

Values from the calculation:
LUMO energy ... -6.2 eV
Net charge ... +1
Frontier orbital gap ... 3.3 eV